[1]
A 13-piece molecular cluster, C93H202N10O13 overall at a distorted geometry. Source: the OMol25 dataset; level of theory: wB97M-V/def2-TZVPD.

Structure (ORCA input):
```
! wB97M-V def2-TZVPD RIJCOSX def2/J DEFGRID3
* xyz 0 1
C -2.7776 -3.5927 -2.2700
O -2.8098 -3.9749 -0.9171
H -1.8271 -3.9705 -2.6466
H -3.6411 -3.8599 -2.8792
H -2.6893 -2.5066 -2.2436
H -2.3171 -3.3045 -0.4382
C 5.4647 -0.1341 -1.6348
O 6.2399 0.5956 -0.7612
H 4.6734 0.4807 -2.0637
H 5.9922 -0.6059 -2.4638
H 4.8207 -0.8549 -1.1311
H 6.9765 0.0191 -0.5454
C -2.7283 2.7774 5.3414
O -2.7727 1.8737 6.4688
H -3.6388 2.7448 4.7430
H -2.4868 3.7774 5.7014
H -1.8598 2.5147 4.7373
H -3.5318 2.1710 6.9757
C -7.2780 4.8148 3.5633
C -7.5798 3.4702 2.8754
C -9.0642 3.5802 2.4315
C -9.5525 2.5287 1.3536
C -8.5703 2.4793 0.2091
C -7.0850 2.3578 0.5684
N -6.6937 3.3201 1.6504
O -5.3529 3.3429 1.9499
C -6.8282 0.8862 0.9532
C -6.2105 2.7095 -0.7087
C -7.4111 2.3022 3.8905
H -6.2877 4.7496 4.0139
H -8.0193 5.1158 4.3035
H -7.2507 5.5175 2.7304
H -9.7640 3.5869 3.2671
H -9.2381 4.5657 1.9996
H -10.5547 2.7990 1.0209
H -9.6515 1.5816 1.8840
H -8.7050 3.3679 -0.4076
H -8.8523 1.6134 -0.3899
H -7.4673 0.5454 1.7678
H -6.8279 0.1562 0.1437
H -5.8135 0.8781 1.3512
H -5.1465 2.4995 -0.5994
H -6.7160 2.2339 -1.5491
H -6.2017 3.7737 -0.9442
H -7.5278 2.5721 4.9401
H -6.4307 1.8549 3.7268
H -8.1890 1.5628 3.7001
H -5.0577 4.1489 1.5201
C 4.0297 -5.1095 2.0712
C 4.3320 -5.2407 3.5908
C 3.1412 -5.9688 4.1863
C 3.4382 -6.6113 5.5866
C 4.7042 -7.5381 5.6131
C 5.9429 -6.7638 5.0520
N 5.5677 -6.0346 3.7410
O 6.6810 -5.2744 3.3171
C 6.5454 -5.7808 6.0864
C 7.0935 -7.8360 4.8198
C 4.3923 -3.7983 4.2615
H 4.6334 -4.3184 1.6265
H 3.0383 -4.6870 1.9077
H 4.0869 -5.9992 1.4442
H 2.3058 -5.3053 4.4099
H 2.7286 -6.7377 3.5331
H 2.5894 -7.1639 5.9894
H 3.6689 -5.8506 6.3325
H 4.4047 -8.3497 4.9500
H 4.9734 -7.7699 6.6436
H 5.7961 -5.1096 6.5062
H 6.9184 -6.3323 6.9494
H 7.3424 -5.2017 5.6199
H 7.3492 -8.3627 5.7392
H 6.8340 -8.5209 4.0126
H 7.9465 -7.2644 4.4539
H 4.3875 -3.8926 5.3474
H 3.5089 -3.2041 4.0280
H 5.1947 -3.1591 3.8932
H 6.8445 -5.4916 2.3964
C -6.5680 -2.2452 -2.7366
C -6.0696 -1.2215 -3.7707
C -5.3268 -0.1662 -2.8639
C -4.5487 0.8114 -3.6673
C -3.5453 0.0126 -4.5274
C -4.2111 -1.0639 -5.4936
N -5.1091 -1.9462 -4.6475
O -5.7593 -3.0098 -5.3414
C -4.9693 -0.3047 -6.6489
C -3.0765 -1.8968 -6.0680
C -7.3180 -0.6112 -4.4608
H -6.8591 -1.8399 -1.7675
H -5.7492 -2.9285 -2.5109
H -7.3271 -2.9257 -3.1223
H -6.0330 0.3392 -2.2051
H -4.6870 -0.6447 -2.1224
H -4.0295 1.5040 -3.0048
H -5.1381 1.3706 -4.3940
H -2.9126 -0.4612 -3.7768
H -3.0414 0.6252 -5.2751
H -5.5066 0.5914 -6.3386
H -4.3016 -0.0191 -7.4618
H -5.7023 -0.9527 -7.1295
H -3.4334 -2.6427 -6.7782
H -2.2486 -1.2925 -6.4389
H -2.5867 -2.4648 -5.2771
H -7.1692 0.3676 -4.9168
H -8.0796 -0.4638 -3.6951
H -7.5644 -1.3045 -5.2650
H -6.4203 -2.5985 -5.9031
C 3.5768 -3.4652 -2.9727
C 3.0380 -3.4151 -4.4029
C 1.7166 -4.0962 -4.3706
C 0.8685 -3.7244 -5.6091
C 0.5963 -2.2295 -5.6817
C 1.9233 -1.4667 -5.8005
N 2.9066 -1.9914 -4.7963
O 4.1142 -1.2652 -4.8730
C 2.5190 -1.6706 -7.2479
C 1.5629 0.0106 -5.5237
C 3.9560 -4.1823 -5.3396
H 4.6321 -3.1939 -2.9448
H 3.3501 -4.4245 -2.5075
H 3.0942 -2.7366 -2.3213
H 1.8442 -5.1745 -4.4662
H 1.2000 -4.1094 -3.4109
H -0.0763 -4.2595 -5.5137
H 1.3332 -4.0393 -6.5434
H 0.0483 -2.0097 -4.7654
H -0.0343 -2.0120 -6.5438
H 3.0957 -0.7525 -7.3597
H 3.0716 -2.6098 -7.2749
H 1.7459 -1.7152 -8.0150
H 1.3588 0.2407 -4.4780
H 2.4178 0.6618 -5.7058
H 0.7058 0.3161 -6.1238
H 3.4002 -4.7405 -6.0930
H 4.6682 -4.8434 -4.8458
H 4.5593 -3.4713 -5.9040
H 4.0196 -0.6336 -4.1562
C 2.8456 5.7176 -3.6918
C 2.6536 4.3867 -4.4967
C 1.8322 3.3547 -3.6167
C 0.2934 3.7092 -3.4887
C -0.2357 3.9076 -4.9069
C 0.4946 4.9225 -5.7630
N 1.9461 4.5976 -5.7649
O 2.7475 5.2561 -6.7575
C -0.0610 4.6483 -7.2003
C 0.1430 6.2917 -5.3963
C 3.9873 3.6901 -4.7820
H 2.1083 5.6721 -2.8903
H 2.6439 6.5524 -4.3630
H 3.7392 5.8176 -3.0756
H 2.0924 2.3535 -3.9602
H 2.2647 3.4779 -2.6238
H 0.1532 4.5568 -2.8180
H -0.2796 2.8606 -3.1151
H -1.3056 4.0753 -4.7829
H -0.2424 2.8903 -5.2983
H 0.5918 5.1644 -7.9043
H 0.1040 3.6113 -7.4928
H -1.0841 5.0026 -7.3260
H 0.4210 6.4433 -4.3533
H 0.7180 7.0182 -5.9705
H -0.9285 6.4611 -5.5022
H 4.4646 3.4227 -3.8393
H 4.5946 4.4350 -5.2964
H 3.7963 2.8713 -5.4757
H 3.0451 4.5644 -7.3529
C -2.1403 7.2487 -0.4955
C -2.3878 5.8981 0.1567
C -0.9639 5.1850 0.5516
C -0.2581 5.9661 1.6597
C -1.2427 5.8975 2.8221
C -2.6454 6.5555 2.6079
N -3.2393 5.9767 1.3977
O -4.5163 6.4794 1.1797
C -3.6045 6.3161 3.8210
C -2.4368 8.1480 2.5153
C -3.1188 4.8917 -0.8101
H -1.4023 7.9193 -0.0553
H -3.1013 7.7601 -0.5520
H -1.6583 7.2582 -1.4731
H -1.1132 4.1837 0.9556
H -0.3630 5.2385 -0.3562
H -0.0458 7.0073 1.4171
H 0.6772 5.4975 1.9659
H -0.7349 6.4208 3.6323
H -1.3529 4.8571 3.1278
H -3.7730 5.2606 4.0342
H -3.2260 6.5274 4.8211
H -4.5842 6.7909 3.7667
H -3.2369 8.6257 1.9499
H -2.4069 8.5887 3.5118
H -1.5239 8.5036 2.0376
H -2.7774 4.9962 -1.8399
H -4.2072 4.8744 -0.8675
H -2.8523 3.8697 -0.5407
H -4.3421 7.4234 1.1929
C -1.3405 -8.8605 0.8886
C -0.6315 -7.5038 0.6034
C 0.8970 -7.5646 0.8579
C 1.7086 -8.2082 -0.3008
C 1.3133 -7.4669 -1.5965
C -0.2617 -7.5564 -1.8709
N -0.9861 -7.0273 -0.6955
O -2.3091 -6.7465 -0.9845
C -0.4823 -6.5293 -3.0622
C -0.6154 -8.9634 -2.3398
C -1.0704 -6.4427 1.6533
H -1.4113 -9.1416 1.9393
H -0.7024 -9.6545 0.5004
H -2.3674 -8.9561 0.5357
H 1.3688 -6.6310 1.1645
H 1.1370 -8.2159 1.6983
H 1.4588 -9.2681 -0.2532
H 2.7781 -8.0124 -0.2226
H 1.8380 -7.9338 -2.4301
H 1.6664 -6.4373 -1.5391
H -1.4477 -6.6079 -3.5621
H -0.3298 -5.5228 -2.6727
H 0.2403 -6.7031 -3.8596
H -0.1240 -9.1824 -3.2878
H -0.5152 -9.6605 -1.5079
H -1.6724 -8.9588 -2.6064
H -1.0350 -6.8170 2.6764
H -2.1525 -6.3397 1.5734
H -0.6021 -5.4596 1.6049
H -2.4685 -5.8542 -0.6682
C 4.7511 1.8950 1.8134
C 4.6662 3.4215 1.7112
C 5.5104 3.9470 2.9041
C 5.8784 5.4509 2.8034
C 6.4976 5.6270 1.3952
C 5.6693 5.1885 0.1268
N 5.2767 3.7618 0.3981
O 4.6215 3.1580 -0.6769
C 4.5101 6.2471 -0.0835
C 6.5764 5.2347 -1.1059
C 3.2016 3.8168 1.8620
H 4.0242 1.3895 1.1776
H 5.7727 1.5589 1.6356
H 4.5647 1.4868 2.8068
H 4.9674 3.8498 3.8442
H 6.4208 3.3917 3.1297
H 5.0239 6.1184 2.9147
H 6.5568 5.6617 3.6301
H 7.4304 5.0636 1.4177
H 6.8650 6.6492 1.3047
H 3.8000 5.9258 -0.8455
H 4.8392 7.2652 -0.2914
H 3.8536 6.3251 0.7831
H 7.2620 4.3893 -1.0469
H 7.2462 6.0943 -1.0858
H 6.0273 5.3762 -2.0368
H 2.7811 3.2796 2.7122
H 3.1097 4.8963 1.9818
H 2.5976 3.5221 1.0039
H 5.0255 2.2874 -0.6543
C -0.7734 -0.9135 6.9195
C 0.6238 -1.4855 6.7681
C 0.7817 -2.3745 5.4885
C 0.9217 -1.5478 4.1487
C 2.1389 -0.5310 4.3381
C 2.0644 0.3951 5.5662
N 1.6985 -0.4108 6.7548
O 1.7666 0.2945 7.9274
C 3.5616 0.8836 5.8209
C 1.1566 1.5480 5.2091
C 0.7727 -2.4845 7.8983
H -1.6065 -1.6138 6.8590
H -0.9955 -0.1730 6.1511
H -0.8683 -0.3836 7.8673
H 1.6868 -2.9818 5.4972
H -0.0289 -3.0982 5.5748
H -0.0277 -1.0271 4.0232
H 1.1413 -2.1350 3.2570
H 2.1420 0.1603 3.4954
H 3.0178 -1.1747 4.3013
H 4.0289 1.2166 4.8941
H 3.5436 1.7547 6.4757
H 4.3621 0.2159 6.1395
H 0.2526 1.0999 4.7967
H 0.8674 2.1340 6.0816
H 1.5853 2.2560 4.4999
H -0.0042 -3.2447 7.8172
H 0.5930 -1.9655 8.8398
H 1.7138 -2.9722 8.1526
H 1.0259 0.9050 7.9429
C -1.8225 0.7120 2.0306
C -0.9880 0.3733 0.7640
C 0.1665 1.3704 0.6362
C 1.2085 1.1262 -0.3876
C 1.8004 -0.2421 -0.1042
C 0.7467 -1.4024 -0.1470
N -0.3912 -1.0070 0.8366
O -1.3457 -1.9904 0.9532
C 0.2940 -1.7307 -1.5923
C 1.4927 -2.5721 0.4799
C -1.9523 0.6140 -0.4767
H -2.1855 1.7396 2.0126
H -1.1478 0.6009 2.8795
H -2.6902 0.0616 2.1411
H -0.1751 2.3928 0.4743
H 0.6417 1.3055 1.6150
H 1.9666 1.9064 -0.3193
H 0.6983 1.2539 -1.3423
H 2.4266 -0.2650 0.7877
H 2.4470 -0.3845 -0.9700
H -0.4011 -1.1231 -2.1717
H 1.2289 -1.8153 -2.1462
H -0.2383 -2.6804 -1.5384
H 2.1112 -2.2465 1.3164
H 0.7903 -3.3713 0.7166
H 2.0806 -3.1044 -0.2678
H -2.4987 1.5420 -0.3081
H -2.7586 -0.1177 -0.5280
H -1.4647 0.7052 -1.4473
H -1.4573 -1.9524 1.9060
*
```

Calculated values
largest force on an atom	3.58	eV/Å
Kohn-Sham gap	0.287	Eh
E_LUMO	0.3	eV
total energy	-141219.008	eV


[2]
C53H50Cl2N7O2P2PbS as an isolated structure at a distorted geometry. Source: the OMol25 dataset; level of theory: wB97M-V/def2-TZVPD.

Structure (ORCA input):
```
! wB97M-V def2-TZVPD RIJCOSX def2/J DEFGRID3
* xyz 3 1
Pb 0.1276 0.1210 -0.1714
C 3.2409 1.2176 -1.4234
N 2.7923 0.2583 -0.4039
C 3.5266 0.2955 0.8673
C 2.6175 0.6103 2.0163
N 1.3261 0.3921 2.0060
C 0.8615 0.7551 3.2648
C -0.4183 0.7300 3.8061
C -0.5581 1.0902 5.1323
C 0.5417 1.4750 5.9098
C 1.8150 1.5399 5.3772
C 1.9493 1.1775 4.0435
N 3.0479 1.0856 3.2062
C 2.0946 1.8332 -2.1644
N 0.8863 1.3250 -2.2177
C 0.1400 2.1859 -3.0141
C -1.1925 2.1274 -3.4173
C -1.6653 3.1508 -4.2143
C -0.8439 4.2194 -4.5986
C 0.4830 4.2866 -4.2171
C 0.9600 3.2448 -3.4324
N 2.1997 2.9771 -2.8757
H 3.9013 0.7344 -2.1514
H 3.8118 2.0186 -0.9515
H 2.8264 -0.6741 -0.7921
H 4.3333 1.0300 0.8310
H 3.9932 -0.6729 1.0690
H -1.2696 0.4457 3.2029
H -1.5411 1.0816 5.5853
H 0.3920 1.7274 6.9507
H 2.6668 1.8402 5.9726
H 3.9943 1.3282 3.4513
H -1.8282 1.3053 -3.1125
H -2.6919 3.1318 -4.5555
H -1.2525 4.9956 -5.2310
H 1.1157 5.1129 -4.5131
H 3.0292 3.5395 -2.9798
Cl -2.1802 7.5069 -1.3937
C -1.4525 6.0422 -0.9192
C -0.0777 6.0254 -0.6064
C 0.5037 4.8577 -0.2226
Cl 2.1766 4.8042 0.1525
C -0.2363 3.6049 -0.0935
O 0.3501 2.5897 0.3220
C -1.6496 3.6766 -0.4527
C -2.5299 2.5103 -0.4360
O -2.2397 1.3380 -0.2656
C -2.2075 4.8761 -0.8523
H 0.5001 6.9373 -0.6755
H -3.5874 2.7653 -0.6280
H -3.2559 4.9104 -1.1232
C -3.5151 4.4950 2.9911
S -2.0088 3.5850 2.5855
C -0.7721 4.7543 3.1878
H -3.5476 4.6940 4.0602
H -4.3623 3.8744 2.7084
H -3.5424 5.4300 2.4324
H -0.9390 5.7362 2.7476
H 0.2046 4.3700 2.8967
H -0.8300 4.8108 4.2731
C -2.1099 -4.0347 0.0339
P -1.4761 -2.4722 0.8851
C -2.9543 -1.7974 1.7091
C -3.9816 -1.4803 0.8142
C -5.1513 -0.8871 1.2554
C -5.2934 -0.5527 2.5954
C -4.2685 -0.8329 3.4857
C -3.1046 -1.4515 3.0504
C -0.1785 -3.1334 1.9808
C 0.7941 -3.8760 1.2974
C 1.8950 -4.3930 1.9576
C 2.0749 -4.1292 3.3100
C 1.1494 -3.3465 3.9817
C 0.0277 -2.8530 3.3294
P -3.2672 -5.2111 0.8789
C -4.9729 -4.7447 0.6575
C -5.3903 -4.1475 -0.5418
C -6.7248 -3.8620 -0.7432
C -7.6637 -4.1902 0.2303
C -7.2668 -4.8467 1.3901
C -5.9357 -5.1581 1.5907
C -2.7947 -5.3434 2.6118
C -1.6585 -6.1134 2.8869
C -1.2192 -6.2605 4.1892
C -1.9115 -5.6482 5.2264
C -3.0484 -4.8971 4.9576
C -3.5064 -4.7537 3.6585
H -1.2213 -4.6228 -0.1924
H -2.5540 -3.7603 -0.9228
H -3.8523 -1.6819 -0.2430
H -5.9455 -0.6751 0.5516
H -6.1956 -0.0639 2.9386
H -4.3674 -0.5655 4.5303
H -2.3388 -1.6797 3.7735
H 0.6969 -4.0425 0.2315
H 2.6103 -5.0034 1.4211
H 2.9387 -4.5226 3.8292
H 1.2956 -3.1174 5.0295
H -0.6723 -2.2571 3.8933
H -4.6765 -3.9229 -1.3241
H -7.0431 -3.4002 -1.6682
H -8.7100 -3.9704 0.0666
H -8.0030 -5.1364 2.1274
H -5.6459 -5.7346 2.4587
H -1.1364 -6.6181 2.0821
H -0.3493 -6.8672 4.4007
H -1.5744 -5.7703 6.2471
H -3.5908 -4.4263 5.7675
H -4.4003 -4.1802 3.4654
N 0.9058 -2.6541 -3.8716
C 1.9733 -3.1557 -3.1807
C 1.8732 -2.6303 -1.9265
N 0.7616 -1.8174 -1.8475
C 0.2098 -1.8529 -3.0419
H 0.6950 -2.8309 -4.8412
H 2.6877 -3.8357 -3.6104
H 2.5078 -2.8109 -1.0731
H -0.6844 -1.3221 -3.3267
*
```

Calculated values
largest force on an atom	1.08	eV/Å
Kohn-Sham gap (alpha / beta)	0.189 / 0.186	Eh
E_LUMO (alpha / beta)	-9.2 / -9.2	eV
total energy	-129983.327	eV


Q: Which of these has the highest total energy?
A: C53H50Cl2N7O2P2PbS


Q: Among the records above, which one has the highest total energy?
A: C53H50Cl2N7O2P2PbS


Q: Which of these has the lowest largest force on an atom?
A: C53H50Cl2N7O2P2PbS


Q: Which value of total energy does entry 1 give?
A: -141219.008 eV